No. 1
{
  "formula": "C32H26Br4F12NO5SW",
  "method": "wB97M-V/def2-TZVPD",
  "symbols": ["W", "C", "C", "C", "C", "C", "N", "C", "C", "C", "C", "C", "C", "C", "C", "O", "C", "F", "F", "F", "C", "F", "F", "F", "C", "C", "C", "O", "C", "F", "F", "F", "C", "F", "F", "F", "H", "H", "H", "H", "H", "H", "H", "H", "H", "H", "H", "H", "Br", "C", "C", "Br", "C", "Br", "C", "O", "C", "O", "C", "Br", "C", "C", "C", "S", "O", "C", "C", "C", "H", "H", "H", "H", "H", "H", "H", "H", "H", "H", "H", "H", "H", "H"],
  "coordinates": [[-0.0786, -0.1944, 0.2909], [0.5066, -6.5488, -3.1086], [0.3821, -5.4040, -2.1510], [0.0998, -5.6035, -0.8075], [-0.0391, -4.5368, 0.0576], [0.0766, -3.2151, -0.3810], [-0.0674, -2.1346, 0.5424], [-0.0774, -2.4335, 1.9536], [-1.1531, -3.1175, 2.5088], [-1.1668, -3.4353, 3.8556], [-0.1080, -3.0695, 4.6785], [-0.0721, -3.4601, 6.1234], [0.9278, -2.3198, 4.1262], [0.9509, -1.9651, 2.7820], [2.0323, -1.0263, 2.2322], [1.5182, -0.1468, 1.2744], [3.1659, -1.8620, 1.5755], [2.6910, -2.4742, 0.4864], [3.6022, -2.7978, 2.4166], [4.1956, -1.1165, 1.2074], [2.6097, -0.0672, 3.3210], [3.4454, -0.6733, 4.1647], [3.2491, 0.9483, 2.7700], [1.6075, 0.4542, 4.0470], [0.4067, -3.0005, -1.7320], [0.5494, -4.0958, -2.5789], [0.6905, -1.6187, -2.2944], [0.1905, -0.6340, -1.4615], [-0.0710, -1.3423, -3.6303], [0.4523, -1.9838, -4.6728], [-0.0692, -0.0401, -3.8973], [-1.3406, -1.7215, -3.5052], [2.2234, -1.3291, -2.4107], [2.5957, -0.6536, -1.3062], [2.5307, -0.5948, -3.4709], [2.9218, -2.4583, -2.4801], [0.8165, -7.4568, -2.5972], [1.2281, -6.3313, -3.8924], [-0.4520, -6.7481, -3.5881], [0.0016, -6.6078, -0.4204], [-0.2142, -4.7448, 1.0973], [-1.9726, -3.4107, 1.8673], [-2.0047, -3.9812, 4.2656], [-1.0728, -3.6459, 6.5073], [0.3951, -2.6886, 6.7304], [0.5072, -4.3743, 6.2527], [1.7261, -2.0041, 4.7803], [0.8306, -3.9360, -3.6072], [-1.7220, 4.0858, -4.5141], [-1.8450, 2.8199, -3.1376], [-2.9124, 1.9145, -3.0993], [-4.2417, 1.9610, -4.4191], [-2.9915, 0.9648, -2.0799], [-4.3619, -0.3162, -1.9701], [-2.0211, 0.9342, -1.0927], [-1.9912, 0.0106, -0.0927], [-0.9575, 1.8456, -1.1308], [0.0021, 1.6711, -0.1714], [-0.8584, 2.7759, -2.1523], [0.6351, 3.9099, -2.1391], [0.1574, 4.1184, 3.8889], [-0.4500, 2.9665, 3.0968], [-1.2085, 2.0388, 4.0387], [-1.7958, 0.4901, 3.3099], [-0.8061, 0.2437, 2.1622], [-3.3637, 0.9369, 2.5556], [-3.4077, 2.2023, 1.7109], [-4.7132, 2.2787, 0.9272], [0.7312, 4.7653, 3.2299], [0.8282, 3.7519, 4.6628], [-0.6106, 4.7245, 4.3668], [0.3434, 2.4032, 2.5874], [-1.1120, 3.3523, 2.3229], [-2.0994, 2.5055, 4.4639], [-0.5665, 1.7254, 4.8629], [-4.0534, 0.9812, 3.4022], [-3.6178, 0.0509, 1.9643], [-2.5604, 2.2164, 1.0215], [-3.3143, 3.0777, 2.3562], [-4.8791, 1.3687, 0.3552], [-4.6909, 3.1131, 0.2295], [-5.5647, 2.4206, 1.5895]],
  "mulliken_charge": [1.12, -1.60, 0.49, -1.53, -0.71, 1.23, 1.18, -0.66, -0.32, -1.04, 0.62, -1.75, -0.68, -0.54, 2.41, -1.08, 0.08, -0.07, -0.28, -0.28, 0.02, -0.26, -0.26, -0.09, -0.42, -1.02, 1.62, 0.53, 0.56, -0.26, -0.23, -0.26, 1.05, -0.16, -0.28, -0.27, 0.41, 0.40, 0.31, 0.42, 0.51, 0.68, 0.45, 0.42, 0.41, 0.32, 0.65, 0.56, -0.12, 0.18, 0.38, -0.10, -0.50, -0.11, -0.19, -0.44, 0.34, -0.76, 0.10, -0.09, -1.69, 0.80, -1.24, 0.22, -0.89, -0.86, 0.57, -1.61, 0.41, 0.37, 0.41, -0.26, 0.14, 0.75, 0.55, 0.85, 0.23, -0.42, 0.49, 0.22, 0.40, 0.45],
  "total_charge": 1,
  "multiplicity": 1,
  "energy_ha": -13625.62633,
  "relative_energy_ev": 0.762,
  "e_homo_ev": -10.93
}

=====

No. 2
{
  "formula": "C32H26BrF12GeNO4S3Tc",
  "method": "wB97M-V/def2-TZVPD",
  "symbols": ["Tc", "C", "C", "C", "C", "C", "N", "C", "C", "C", "C", "C", "C", "C", "C", "O", "C", "F", "F", "F", "C", "F", "F", "F", "C", "C", "C", "O", "C", "F", "F", "F", "C", "F", "F", "F", "H", "H", "H", "H", "H", "H", "H", "H", "H", "H", "H", "H", "S", "C", "S", "S", "C", "Ge", "C", "C", "C", "H", "H", "H", "H", "H", "H", "H", "H", "H", "H", "Br", "C", "C", "C", "C", "C", "C", "C", "O", "O", "H", "H", "H", "H"],
  "coordinates": [[0.8047, -0.7508, 1.0136], [6.1205, 2.7056, -2.4457], [4.8212, 2.2755, -1.8218], [3.6164, 2.9106, -2.1091], [2.4343, 2.4971, -1.5431], [2.3460, 1.3908, -0.6586], [1.1391, 0.9262, -0.2123], [-0.0460, 1.5326, -0.6643], [-0.3384, 1.6609, -2.0231], [-1.5418, 2.1716, -2.4656], [-2.5176, 2.5746, -1.5628], [-3.8528, 3.0933, -2.0242], [-2.2337, 2.4604, -0.2103], [-1.0210, 1.9578, 0.2523], [-0.7172, 1.7989, 1.7359], [-0.1680, 0.5646, 2.0620], [0.1934, 2.9634, 2.2337], [0.6411, 2.7442, 3.4738], [1.2480, 3.1798, 1.4566], [-0.4942, 4.1220, 2.2606], [-2.0050, 1.7996, 2.6178], [-2.7165, 2.9409, 2.6056], [-2.8301, 0.8246, 2.2132], [-1.7106, 1.5549, 3.8992], [3.5934, 0.8602, -0.2421], [4.7712, 1.2849, -0.8620], [3.7450, -0.0218, 0.9847], [2.6344, -0.6769, 1.4830], [4.7985, -1.1680, 0.7570], [4.6963, -1.6793, -0.4729], [6.0739, -0.7529, 0.9073], [4.6339, -2.1723, 1.6175], [4.2185, 0.8431, 2.1906], [4.5487, 0.0759, 3.2422], [5.2854, 1.6051, 1.9147], [3.2382, 1.6547, 2.5811], [5.9652, 3.0839, -3.4574], [6.8228, 1.8735, -2.5080], [6.6038, 3.5000, -1.8706], [3.5995, 3.7552, -2.7902], [1.5383, 3.0464, -1.7832], [0.4017, 1.3360, -2.7421], [-1.7347, 2.2329, -3.5310], [-3.8385, 3.3166, -3.0909], [-4.1306, 4.0050, -1.4926], [-4.6423, 2.3587, -1.8502], [-2.9913, 2.7790, 0.4908], [5.7090, 0.8430, -0.5551], [1.1143, -5.3863, 0.8837], [1.1881, -3.7693, 0.7996], [1.0715, -2.7510, 2.3122], [1.5465, -2.6721, -0.4350], [-2.2805, -4.6393, 2.4028], [-2.2785, -2.6905, 2.4234], [-2.7277, -2.1800, 4.2800], [-3.6623, -1.8664, 1.3168], [-0.4288, -1.9445, 2.3843], [-3.2678, -4.9872, 2.7139], [-1.5451, -5.0244, 3.1101], [-2.0504, -5.0238, 1.4140], [-3.6196, -2.7189, 4.6054], [-2.9274, -1.1095, 4.3461], [-1.9190, -2.4197, 4.9725], [-4.4554, -1.4894, 1.9628], [-4.0715, -2.6086, 0.6341], [-3.2665, -1.0352, 0.7373], [-0.3473, -1.3619, 3.3068], [-3.8654, -1.5411, -6.3372], [-3.0872, -1.7149, -4.6115], [-1.8431, -1.1572, -4.3730], [-1.2951, -1.2668, -3.1043], [-1.9737, -1.9412, -2.0998], [-3.2027, -2.5272, -2.3727], [-3.7777, -2.4030, -3.6272], [-1.3615, -2.0909, -0.7358], [-1.5412, -3.1252, -0.1106], [-0.7465, -1.0337, -0.3213], [-1.3142, -0.6427, -5.1633], [-0.3279, -0.8400, -2.8836], [-3.7049, -3.0823, -1.5915], [-4.7434, -2.8380, -3.8428]],
  "mulliken_charge": [-0.49, -1.62, 0.20, -1.33, -0.59, 0.82, 1.91, -0.25, -0.17, -1.26, 0.76, -1.69, -0.76, -1.05, 2.03, -0.67, 0.29, -0.27, -0.21, -0.31, -0.04, -0.26, -0.17, -0.29, -1.24, -0.87, 1.96, -0.34, 0.46, -0.24, -0.26, -0.25, 0.29, -0.29, -0.29, -0.12, 0.39, 0.40, 0.27, 0.36, 0.47, 0.81, 0.30, 0.41, 0.38, 0.30, 0.59, 0.52, -0.21, 0.40, -0.47, -0.49, -1.39, 1.41, -1.58, -1.11, 0.27, 0.41, 0.35, 0.36, 0.44, 0.34, 0.39, 0.50, 0.30, 0.14, 0.66, -0.23, 0.06, -0.67, -0.08, 0.11, -0.32, -0.64, -0.90, -0.46, 1.14, 0.48, 0.44, 0.32, 0.42],
  "total_charge": -1,
  "multiplicity": 1,
  "energy_ha": -8715.61986,
  "relative_energy_ev": 0.000,
  "e_homo_ev": [-4.59, -4.59]
}

=====

No. 3
{
  "formula": "C32H26CrN4OS3",
  "method": "wB97M-V/def2-TZVPD",
  "symbols": ["Cr", "C", "C", "C", "C", "N", "C", "C", "C", "C", "C", "C", "N", "H", "H", "H", "H", "H", "H", "H", "H", "S", "C", "C", "C", "C", "C", "C", "N", "C", "C", "C", "C", "C", "C", "C", "C", "N", "C", "C", "C", "C", "C", "S", "C", "H", "H", "H", "H", "H", "H", "H", "H", "H", "H", "H", "H", "C", "S", "C", "O", "H", "H", "H", "H", "H", "H"],
  "coordinates": [[-0.9125, -0.4728, -0.1429], [-4.6684, 1.8780, 0.0245], [-5.5670, 1.0212, 0.6380], [-5.1136, -0.2410, 0.9781], [-3.7934, -0.6083, 0.7063], [-2.9168, 0.2277, 0.1105], [-3.3811, 1.4333, -0.2090], [-3.2624, -1.9194, 1.0582], [-4.0380, -2.8970, 1.6866], [-3.4842, -4.1232, 2.0090], [-2.1559, -4.3281, 1.6788], [-1.4633, -3.3047, 1.0602], [-1.9661, -2.1166, 0.7416], [-4.9447, 2.8758, -0.2691], [-6.5833, 1.3237, 0.8379], [-5.7904, -0.9308, 1.4532], [-2.6904, 2.1039, -0.6777], [-5.0705, -2.7104, 1.9287], [-4.0662, -4.8915, 2.4939], [-1.6552, -5.2556, 1.8982], [-0.4328, -3.4591, 0.8199], [4.9851, -4.7771, -0.2851], [4.5981, -6.2679, 0.4122], [3.2866, -6.3396, 0.8360], [2.5816, -5.1657, 0.5915], [3.3484, -4.1838, -0.0249], [2.9436, -2.8673, -0.4292], [1.6091, -2.4432, -0.2206], [1.0877, -1.2729, -0.5215], [1.9249, -0.3742, -1.1074], [3.2884, -0.6848, -1.3776], [4.1141, 0.3025, -1.9932], [3.6252, 1.5191, -2.3176], [2.2656, 1.8634, -2.0559], [1.7662, 3.1236, -2.3823], [0.4290, 3.4091, -2.1078], [-0.3215, 2.3701, -1.5090], [0.1045, 1.1698, -1.1717], [1.4110, 0.9015, -1.4457], [-0.1943, 4.6696, -2.3928], [0.3402, 5.8014, -2.9890], [-0.5822, 6.8431, -3.1137], [-1.8210, 6.5239, -2.6141], [-1.8860, 4.9506, -1.9867], [3.7929, -1.9383, -1.0305], [5.3344, -7.0458, 0.4900], [2.8607, -7.2100, 1.3013], [1.5479, -5.0503, 0.8621], [0.9568, -3.1568, 0.2370], [5.1415, 0.0478, -2.1942], [4.2529, 2.2602, -2.7851], [2.4132, 3.8514, -2.8477], [-1.3508, 2.5958, -1.3120], [1.3562, 5.8889, -3.3304], [-0.3612, 7.7990, -3.5530], [-2.6973, 7.1419, -2.5907], [4.8267, -2.1759, -1.2355], [-0.3949, 2.0764, 3.5221], [0.4041, 1.6083, 1.9686], [2.0023, 1.0355, 2.6107], [-0.3109, 0.2862, 1.6444], [0.1214, 2.9366, 3.9360], [-0.3800, 1.2449, 4.2196], [-1.4226, 2.3475, 3.2960], [2.5398, 1.8842, 3.0209], [2.5673, 0.6204, 1.7803], [1.8513, 0.2759, 3.3710]],
  "mulliken_spin": [1.14, 0.00, 0.00, 0.00, -0.01, -0.01, -0.01, 0.01, 0.00, 0.00, 0.00, -0.01, -0.01, 0.00, 0.00, 0.00, -0.01, 0.00, 0.00, 0.00, -0.01, 0.00, 0.00, 0.00, 0.00, 0.00, 0.00, -0.01, -0.02, -0.01, 0.00, 0.00, 0.00, 0.00, 0.00, 0.00, -0.01, -0.02, 0.00, 0.00, 0.00, 0.00, 0.00, 0.00, 0.00, 0.00, 0.00, 0.00, 0.00, 0.00, 0.00, 0.00, 0.01, 0.00, 0.00, 0.00, 0.00, 0.00, 0.00, 0.00, -0.01, 0.00, 0.00, 0.00, 0.00, 0.00, 0.00],
  "total_charge": 3,
  "multiplicity": 2,
  "energy_ha": -3767.40644,
  "e_homo_ev": [-14.89, -14.90]
}

=====

Number 1: largest force on an atom 0.03209 hartree/bohr. Number 2: largest force on an atom 0.01163 hartree/bohr. Number 3: largest force on an atom 0.05101 hartree/bohr.